# C4H5NO2

A structure of composition C4H5NO2 in a non-equilibrium geometry (ωB97M-V/def2-TZVPD, the Open Molecules 2025 dataset).

LUMO energy = -0.8 eV
HOMO energy = -10.19 eV
ΔE to the lowest compared entry with this formula, charge and spin = 110.56 kcal/mol
spin multiplicity = 1
net charge = 0

Each line ends with the Löwdin charge.
Geometry (Å):
O (1.63883, 1.64798, 1.13177)  0.082
C (1.78292, 0.57263, 0.60684)  -0.138
C (0.61178, -0.08788, -0.06779)  -0.637
O (0.89973, -1.00265, -1.01668)  0.059
N (-0.07589, -1.22131, 0.48409)  0.224
C (-1.35568, -0.76456, -0.13855)  -0.136
C (-0.72856, 0.62954, -0.29602)  -0.060
H (2.76260, 0.05151, 0.56484)  0.138
H (-2.24219, -0.90837, 0.49699)  0.121
H (-1.49861, -1.31700, -1.07003)  0.117
H (-0.77187, 1.11139, -1.26470)  0.112
H (-0.97202, 1.29346, 0.53844)  0.118

Cartesian forces (eV/Å) of the 2 atoms listed first:
0.303 -0.291 -0.034
-0.115 0.569 0.304